A 12-piece molecular cluster, C54H66F6O18 overall at a distorted geometry. Source: the Open Molecules 2025 dataset; level of theory: ωB97M-V/def2-TZVPD.

Properties
SMILES ... COC(=O)OC.COC(=O)OC.COC(=O)OC.COC(=O)OC.COC(=O)OC.COC(=O)OC.Fc1ccccc1.Fc1ccccc1.Fc1ccccc1.Fc1ccccc1.Fc1ccccc1.Fc1ccccc1
Strongest force on any atom ... 4.29 eV/Å
E_HOMO ... -9.09 eV
E ... -110225.18945 eV
Frontier orbital gap ... 9.67 eV
Energy above the lowest of the compared OMol25 structures with the same formula, charge and spin ... 0.0 kJ/mol

```
144
Properties=species:S:1:pos:R:3:lowdin_charge:R:1
F -4.036 -1.532 0.363 0.0277
F 3.436 1.365 -3.257 0.0332
F 0.513 -5.998 -4.467 0.0389
F 5.835 -3.193 -1.531 0.0370
F -2.163 6.739 1.863 0.0721
F 2.511 -0.205 5.923 0.0146
O 1.425 -2.230 -6.575 -0.0390
O -4.735 1.123 3.068 -0.0094
O -3.060 0.812 -6.105 0.0039
O -1.488 2.032 -5.310 0.0483
O -0.729 1.199 1.646 -0.0253
O -0.667 0.386 -0.356 -0.0325
O 1.655 5.984 3.456 0.1338
O 1.436 -1.255 -8.541 0.0150
O -3.694 -0.523 6.080 0.1454
O 1.757 0.111 -6.815 0.0914
O -2.765 -1.318 4.148 -0.0257
O 0.994 4.485 4.977 -0.0240
O -1.630 0.026 5.398 -0.0227
O -6.045 1.329 4.764 0.0150
O -4.323 2.738 4.580 0.1378
O 1.276 0.903 0.584 0.1201
O 2.559 3.859 3.656 -0.0007
O -1.868 0.084 -4.372 0.1130
C 0.081 0.872 0.632 -0.6297
C 3.782 -1.580 4.534 -0.0211
C -4.974 1.832 4.182 -0.6417
C -0.083 1.622 2.908 0.0432
C 6.689 0.691 -1.907 -0.1080
C 4.428 1.345 -2.312 -0.2469
C -1.270 -4.932 -5.551 -0.0246
C -2.114 0.930 -5.169 -0.6650
C -0.603 -5.206 -4.397 -0.2830
C -2.085 4.588 0.825 0.0148
C -0.825 -4.503 -3.253 -0.0493
C -3.851 -0.410 -5.972 -0.0124
C 1.557 -0.990 -7.274 -0.5879
C -1.548 5.877 1.051 -0.2657
C 2.550 -1.331 5.112 -0.2450
C 2.235 -3.293 -1.134 -0.0818
C -1.828 -4.988 0.358 -0.0941
C 0.278 5.371 -0.422 -0.0479
C -3.222 -5.090 0.186 -0.0586
C 2.778 -3.576 3.450 -0.0652
C -1.924 -2.586 0.427 -0.0263
C -0.215 4.052 -0.650 -0.0734
C 0.192 5.579 5.614 -0.0102
C 6.548 1.118 -0.655 -0.1266
C -2.795 -0.606 5.302 -0.6216
C 1.652 0.013 -9.316 0.0043
C -1.225 -3.754 0.526 -0.1040
C 3.840 -2.694 3.707 -0.1017
C -2.311 -4.026 -5.498 -0.0818
C 3.216 -1.517 0.301 -0.0213
C -0.325 6.242 0.501 -0.0054
C -1.761 -3.505 -3.231 -0.0769
C 1.437 -2.042 -5.106 -0.0138
C -3.461 1.426 2.462 -0.0106
C 4.234 1.824 -1.021 0.0099
C 5.611 0.770 -2.738 -0.0190
C -0.332 2.313 -4.577 -0.0247
C 1.798 4.917 3.964 -0.6052
C 3.152 3.913 2.363 -0.0165
C 2.096 -2.302 -0.193 -0.1016
C 5.357 1.691 -0.221 -0.0777
C -1.440 0.626 6.677 -0.0267
C 3.514 -3.645 -1.631 -0.0074
C -2.509 -3.235 -4.374 -0.0958
C 4.425 -1.779 -0.346 -0.0061
C 1.513 -3.195 4.025 -0.0798
C 4.546 -2.835 -1.257 -0.2665
C -4.058 -1.742 3.624 0.0142
C -6.245 1.682 6.097 -0.0512
C -3.294 -2.683 0.280 -0.2729
C 0.024 0.149 -1.577 -0.0213
C -3.986 -3.905 0.168 0.0056
C -1.384 3.739 -0.017 -0.1033
C 1.414 -2.115 4.870 -0.0291
H -5.592 2.543 6.378 0.1087
H 7.304 1.112 0.081 0.0993
H -0.743 -0.074 -2.375 0.0971
H -4.414 -0.307 -5.043 0.0985
H 0.528 1.063 -1.924 0.0849
H -0.362 0.867 6.811 0.1087
H 1.808 -1.051 -4.933 0.0639
H 2.915 4.820 1.863 0.0843
H -1.655 -1.534 0.540 0.1178
H 5.271 -1.160 -0.173 0.0887
H 3.698 -4.573 -2.157 0.1192
H 0.126 3.511 -1.483 0.0720
H -0.817 2.226 3.465 0.1074
H 0.773 2.163 2.706 0.0440
H -2.640 1.009 3.090 0.0822
H 2.707 0.379 -9.080 0.1235
H -4.109 -2.789 3.910 0.1074
H 4.179 3.704 2.464 0.0807
H -1.803 2.782 -0.239 0.0973
H -3.394 0.836 1.591 0.0742
H -0.707 5.747 5.003 0.0900
H 0.444 2.647 -5.297 0.1122
H -6.038 0.884 6.755 0.0770
H 0.440 -1.776 5.281 0.1175
H -3.471 2.535 2.320 0.0971
H 2.051 -2.848 -4.619 0.0995
H 7.646 0.241 -2.143 0.1205
H -3.713 -6.005 0.049 0.0856
H -1.202 -5.921 0.351 0.1237
H -3.216 -2.351 -4.275 0.1057
H -1.942 -2.994 -2.251 0.1115
H -2.958 4.231 1.352 0.0955
H -4.819 -1.104 4.033 0.0802
H 4.836 -3.007 3.394 0.1058
H -2.951 -3.888 -6.411 0.1244
H 3.339 2.259 -0.686 0.0896
H 0.191 0.763 3.488 0.0893
H -3.924 -1.497 2.585 0.0648
H 5.642 0.275 -3.725 0.1350
H 0.888 0.767 -9.087 0.0935
H 1.119 5.670 -0.985 0.0877
H -2.013 1.494 6.816 0.0773
H 0.730 -0.648 -1.449 0.0660
H -0.018 1.422 -4.039 0.0670
H 1.108 -2.051 0.204 0.0813
H 5.335 1.955 0.804 0.0886
H 2.854 -4.466 2.845 0.0962
H -4.419 -0.316 -6.915 0.1098
H 4.538 -0.830 4.609 0.1123
H 1.467 -0.254 -10.351 0.0833
H -7.268 2.041 6.144 0.0964
H -0.173 5.255 6.564 0.0701
H -1.727 -0.085 7.451 0.1001
H -3.223 -1.305 -5.829 0.0531
H -0.420 -4.862 -2.305 0.1032
H 0.648 -3.843 3.794 0.1083
H 0.412 -2.185 -4.711 0.0791
H -5.067 -3.972 0.220 0.1154
H 0.057 7.214 0.638 0.1043
H -0.452 3.167 -3.873 0.0996
H -0.125 -3.744 0.596 0.0928
H 1.332 -3.859 -1.393 0.0841
H -0.899 -5.319 -6.505 0.1325
H 3.124 -0.722 0.973 0.0767
H 2.614 3.136 1.841 0.0764
H 0.676 6.585 5.717 0.1065
```


C54H67ClN4NiO4P2 as an isolated structure. Source: the Open Molecules 2025 dataset; level of theory: ωB97M-V/def2-TZVPD.

Properties
Strongest force on any atom ... 0.99 eV/Å
2S+1 ... 3
E_HOMO (alpha / beta) ... -5.87 / -5.78 eV
E ... -143378.98983 eV
⟨S²⟩ ... 2.0562
Frontier orbital gap (alpha / beta) ... 5.34 / 5.25 eV

```
133
Properties=species:S:1:pos:R:3:lowdin_charge:R:1
Ni -0.418 -0.307 0.253 0.0520
Cl 3.172 -5.461 0.832 0.7130
P -0.014 -1.010 2.453 1.1274
P -0.103 -0.322 -2.092 1.1132
O -0.739 1.776 0.744 -0.0886
O -5.992 -3.716 -0.280 0.0779
O -3.828 -5.773 -3.028 -0.0317
O -0.988 5.255 -1.093 -0.0981
N 1.598 -0.367 0.140 -0.0358
N -4.322 -3.943 -1.757 0.0985
N -2.512 -0.554 0.080 0.0142
N 1.663 4.595 -0.970 0.1478
C 3.333 1.174 -0.612 -0.0412
C -0.843 -6.992 -0.498 -0.0912
C -1.537 -3.375 2.333 -0.1195
C 0.348 -1.319 -4.774 -0.1161
C 0.629 -5.091 -0.077 -0.3158
C 0.853 -3.734 0.009 0.0260
C 2.228 6.929 -1.240 -0.0183
C -1.347 2.133 -2.383 -0.1131
C -2.354 5.523 -0.900 -0.0612
C 1.391 -7.394 0.313 -0.1189
C -1.529 4.474 2.983 -0.0690
C -0.169 0.359 3.742 -0.5058
C -3.351 0.376 0.531 -0.1025
C -0.101 6.282 -1.156 -0.2175
C 1.626 -2.369 -2.918 -0.1110
C 0.299 -1.719 -3.302 -0.5142
C 0.149 -7.879 -0.080 -0.0840
C 2.353 -0.943 1.109 -0.3373
C -1.591 3.267 2.356 -0.0263
C 3.838 2.826 -3.991 -0.0635
C 0.525 8.600 -1.412 -0.0794
C -4.974 -3.277 -0.780 -0.4573
C 1.475 0.591 -2.043 -0.2989
C 4.921 -2.079 4.368 -0.0610
C 0.144 -3.332 4.161 -0.1127
C -4.720 0.183 0.611 -0.0246
C -5.250 -1.020 0.182 0.0136
C 1.268 5.933 -1.109 -0.1854
C 0.264 3.928 0.902 -0.1298
C -4.385 -1.977 -0.350 -0.1039
C -0.243 -0.025 5.216 -0.1102
C 3.698 -1.298 0.886 -0.0473
C 1.862 8.254 -1.398 -0.0913
C 0.307 5.158 1.609 -0.0304
C 1.793 -1.256 2.371 -0.2903
C 0.956 1.369 3.520 -0.1103
C -0.811 -2.485 3.334 -0.5075
C 1.628 -6.041 0.304 -0.5936
C 3.228 2.048 -2.861 -0.3156
C -0.449 7.619 -1.287 -0.0074
C -1.189 0.809 -3.120 -0.5294
C 3.856 1.954 -1.619 -0.0663
C 4.000 -1.787 3.222 -0.2893
C 2.016 1.387 -3.038 -0.0621
C -2.550 0.164 -3.370 -0.1111
C 2.156 0.424 -0.810 -0.3351
C 2.639 -1.608 3.415 -0.0711
C 1.056 3.671 -0.204 0.0273
C -0.545 5.421 2.636 -0.0866
C 4.499 -1.707 1.923 -0.0497
C -0.674 2.888 1.316 -0.3692
C -4.802 -5.231 -2.185 -0.2650
C -0.617 -5.643 -0.501 -0.0367
C -3.024 -1.698 -0.368 -0.1115
H -0.701 0.996 -4.082 0.0887
H -1.487 7.909 -1.302 0.1070
H 1.617 -2.715 -1.885 0.0363
H 2.623 9.015 -1.493 0.1028
H 3.271 6.652 -1.188 0.1175
H 1.066 5.877 1.336 0.1198
H -2.314 -2.424 -0.749 0.1024
H 5.020 -3.153 4.528 0.0763
H -0.475 6.352 3.179 0.1003
H 0.228 9.634 -1.511 0.1058
H 1.811 -3.229 -3.561 0.0817
H -3.113 0.102 -2.442 0.0547
H 4.094 -1.231 -0.118 0.1156
H -3.127 0.761 -4.075 0.0803
H 0.490 -2.802 5.043 0.0578
H -2.072 2.771 -2.885 0.0821
H -0.049 -8.939 -0.044 0.0997
H 1.787 -3.360 0.383 0.0274
H 0.093 -3.001 -0.218 0.0388
H -1.677 1.956 -1.362 0.0501
H -1.396 -4.960 -0.807 0.0981
H -0.496 -2.466 -3.166 0.0916
H -0.410 0.878 5.800 0.0780
H -2.079 -4.164 2.855 0.0835
H 3.817 1.139 0.353 0.1150
H 2.447 -1.666 -3.041 0.0777
H -3.514 -3.587 -2.240 0.1346
H -5.769 -5.118 -2.707 0.1362
H -0.401 2.664 -2.338 0.0583
H -0.828 -3.848 1.660 0.0393
H 1.868 1.035 4.010 0.0785
H 2.389 4.264 -1.589 0.1383
H -4.120 -6.643 -3.313 0.0964
H 1.163 1.482 2.457 0.0594
H -1.805 -7.380 -0.806 0.0990
H -1.119 0.836 3.475 0.0770
H -2.527 6.086 0.023 0.1022
H -2.448 -0.839 -3.778 0.0598
H -2.896 1.308 0.837 0.0875
H -6.303 -1.246 0.244 0.1223
H -2.250 -2.796 1.750 0.0457
H -1.065 -0.704 5.424 0.0595
H 1.123 -0.576 -4.944 0.0686
H -0.602 -0.928 -5.129 0.0569
H 0.588 -2.197 -5.373 0.0784
H -2.786 6.064 -1.747 0.0960
H 2.248 -1.727 4.413 0.0918
H 1.191 2.642 -0.507 0.1145
H -1.575 -2.038 3.980 0.0906
H -0.354 -4.239 4.500 0.0778
H -4.971 -5.850 -1.288 0.1337
H -5.353 0.961 1.005 0.1072
H 5.536 -1.948 1.732 0.1110
H 4.545 -1.633 5.287 0.0724
H 2.157 -8.077 0.651 0.1026
H 0.680 -0.478 5.566 0.0641
H 3.252 3.715 -4.230 0.0716
H 0.996 -3.622 3.552 0.0713
H -2.229 4.719 3.769 0.1070
H 5.911 -1.677 4.163 0.0720
H 1.501 1.508 -3.981 0.1080
H 4.852 3.135 -3.751 0.0714
H 3.872 2.208 -4.887 0.0768
H 0.682 2.343 3.923 0.0787
H -2.828 4.546 -0.817 0.0932
H -2.351 2.552 2.643 0.1017
H 4.769 2.505 -1.433 0.1097
```


A 7-piece molecular cluster, C54H67F2N12O7S2 overall at a distorted geometry. Source: the Open Molecules 2025 dataset; level of theory: ωB97M-V/def2-TZVPD.

Properties
Strongest force on any atom ... 9.55 eV/Å
2S+1 ... 2
E_HOMO (alpha / beta) ... -24.98 / -24.97 eV
E ... -116294.07126 eV
Charge ... +8
⟨S²⟩ ... 0.7568
Frontier orbital gap (alpha / beta) ... 7.12 / 3.36 eV

```
144
Properties=species:S:1:pos:R:3:lowdin_charge:R:1
S -3.119 0.110 -1.905 0.4405
S -2.831 -0.905 -3.934 0.5820
F -2.462 -0.236 -0.468 -0.2846
F -2.857 -2.460 -4.482 -0.2145
O -1.266 0.497 1.913 0.1931
O -2.324 2.201 1.189 0.2218
O -0.302 2.311 1.774 0.1640
O -4.451 0.404 -1.407 -0.2466
O -2.310 1.276 -2.211 -0.2684
O -1.646 -0.352 -4.529 -0.2649
O -4.127 -0.520 -4.514 -0.1928
N -2.742 -1.301 -2.293 -0.2697
N -1.893 -6.032 -0.857 -0.0781
N -1.334 1.683 1.650 -0.5600
N 2.983 -3.460 -8.248 -0.0534
N -3.635 2.913 4.793 -0.0886
N 2.193 3.430 -1.091 -0.1217
N 1.749 -4.365 3.971 -0.0868
N 3.611 2.485 4.081 -0.0701
N 0.733 7.165 1.457 -0.0595
N 2.331 2.849 -3.200 -0.0353
N 0.784 -2.319 -1.678 -0.0574
N -5.410 -0.377 1.314 -0.0807
C 0.138 6.211 3.545 0.0594
C -1.154 -7.209 -1.467 0.0806
C 1.250 -3.556 4.981 0.0892
C 0.877 7.097 2.812 0.0459
C -1.953 -5.910 0.468 -0.0072
C -4.077 -2.720 0.755 -0.0957
C 4.125 0.178 4.113 0.0967
C 2.461 3.998 0.141 -0.0308
C -4.216 -0.656 1.977 0.0194
C 1.532 -2.177 4.973 0.0772
C 2.797 2.674 -4.548 -0.1608
C 3.463 -2.357 -7.637 0.0359
C 1.801 0.881 3.971 0.0517
C -3.277 -4.101 -1.215 0.0488
C 2.705 -2.321 -3.148 0.0503
C 2.311 -4.433 -7.554 0.0864
C 2.557 -3.833 2.992 0.0340
C 4.471 1.507 4.226 0.0218
C 2.757 -0.192 3.963 -0.0918
C 1.549 8.190 0.801 0.0505
C -0.667 5.265 2.925 -0.1359
C 2.287 2.188 4.011 -0.0015
C 1.895 -2.650 -4.262 -0.0949
C 4.107 3.859 3.827 0.0636
C -0.787 5.305 1.506 0.0300
C 2.134 -2.146 -1.917 0.0022
C 3.004 3.447 -2.153 0.0663
C 2.084 -4.221 -6.181 0.0605
C -4.718 2.221 5.429 0.0656
C 2.430 -2.975 -5.632 -0.1374
C -3.327 -3.924 0.154 -0.1118
C 2.364 -1.636 3.962 -0.1320
C -3.961 3.721 3.762 0.0709
C -2.417 2.937 5.312 0.0087
C -2.471 -5.155 -1.731 0.0580
C 0.020 -2.704 -2.677 -0.0037
C -2.930 4.469 3.155 0.0556
C 2.992 1.217 -4.894 -0.0614
C 0.144 -1.984 -0.332 0.0501
C 1.073 2.439 -2.710 0.0560
C -2.644 -4.849 0.977 0.0392
C 0.507 -2.876 -4.034 0.0989
C -5.456 -2.507 0.384 0.0958
C -1.639 4.408 3.604 -0.1708
C -3.486 -1.836 1.663 0.0147
C 1.075 2.612 -1.324 0.0298
C 3.162 -3.586 -9.708 0.0672
C -1.434 3.632 4.722 0.0265
C 1.430 -5.725 3.897 0.0258
C 2.847 -2.492 2.966 0.0274
C 3.229 -2.066 -6.321 0.0530
C -5.928 0.982 1.409 0.0336
C -6.150 -1.347 0.710 0.0686
C -0.157 6.361 0.796 0.0546
H 0.622 -3.968 5.757 0.1624
H -0.109 -3.185 -4.865 0.1355
H -2.695 -4.725 2.049 0.1350
H 4.963 -0.504 4.121 0.1552
H 4.737 4.146 4.669 0.1344
H 2.303 5.075 0.192 0.1013
H 2.350 -4.243 -10.023 0.1201
H 3.759 -2.176 -3.328 0.1447
H -6.822 1.081 0.794 0.1300
H 3.282 4.548 3.641 0.0954
H 0.390 -1.000 0.065 0.0908
H 3.070 -4.452 2.271 0.1625
H -5.628 2.800 5.272 0.1379
H -2.480 -1.998 2.020 0.1120
H 3.032 -2.653 -10.255 0.1272
H 1.659 3.046 4.200 0.1217
H -0.365 6.328 -0.263 0.1619
H 0.661 -5.826 4.662 0.1259
H 3.738 0.677 -4.310 0.0809
H 2.161 8.817 1.450 0.1286
H -0.945 -1.972 -0.369 0.0618
H 3.500 3.491 -4.711 0.1548
H 2.007 3.089 -5.174 0.1516
H 3.300 -1.928 2.163 0.1317
H 2.661 -1.820 -1.032 0.1323
H 0.182 6.182 4.623 0.1505
H 4.169 -1.779 -8.214 0.1695
H -6.007 -3.300 -0.100 0.1508
H -1.027 -2.840 -2.448 0.0863
H -3.656 0.186 2.355 0.0990
H 3.389 3.683 0.618 0.1074
H 1.485 -4.937 -5.637 0.1333
H 1.054 -5.873 2.884 0.1073
H -1.474 -6.666 1.072 0.1585
H 0.814 8.847 0.335 0.1343
H -7.195 -1.192 0.487 0.1748
H 2.153 7.747 0.009 0.1115
H -6.205 1.087 2.458 0.1122
H 4.009 3.843 -2.134 0.1864
H -4.663 1.277 4.887 0.1063
H -0.226 -7.451 -0.950 0.1107
H 3.234 1.247 -5.956 0.1016
H -2.217 2.450 6.255 0.1699
H 0.734 0.728 3.918 0.1059
H 0.364 2.017 -3.408 0.1420
H 4.777 3.819 2.968 0.1162
H 0.470 -2.854 0.238 0.0959
H -0.435 3.652 5.133 0.1303
H -5.124 1.589 0.990 0.0954
H 1.568 7.761 3.310 0.1668
H 2.316 -6.358 3.933 0.1456
H 0.442 2.291 -0.510 0.0994
H -4.375 1.916 6.418 0.1303
H -4.997 3.765 3.460 0.1640
H -2.150 -5.361 -2.741 0.1465
H -0.857 -6.944 -2.482 0.1048
H -3.343 5.060 2.351 0.1544
H 2.058 0.656 -4.868 0.0745
H 4.167 -3.976 -9.867 0.1347
H 2.099 -5.411 -7.958 0.1686
H 1.047 -1.591 5.740 0.1403
H -3.656 -3.417 -1.960 0.1108
H -1.471 4.668 0.964 0.1115
H -1.929 -7.955 -1.286 0.1371
H 3.609 -1.193 -5.811 0.1067
H 1.814 3.493 0.859 0.0726
H 5.500 1.829 4.299 0.1766
```